No. 1
This record from the OMol25 dataset describes a structure of composition C36H33AsCl2N6PSSc. The level of theory is wB97M-V/def2-TZVPD.

Geometry (Å):
Sc1 -0.26 0.78 0.64
C1 -5.67 -0.54 -1.01
N1 -4.21 -0.67 -0.98
C2 -3.47 -1.55 -1.70
C3 -2.17 -1.32 -1.37
N2 -2.10 -0.30 -0.45
C4 -3.36 0.08 -0.24
P1 -3.94 1.46 0.81
C5 -2.79 2.71 0.15
N3 -1.46 2.61 0.07
C6 -1.02 3.78 -0.48
C7 -2.09 4.59 -0.73
N4 -3.20 3.91 -0.31
C8 -4.57 4.38 -0.40
C9 -3.00 1.01 2.32
N5 -1.69 0.80 2.44
C10 -1.46 0.54 3.77
C11 -2.64 0.59 4.45
N6 -3.60 0.89 3.53
C12 -5.03 1.03 3.80
H1 -6.08 -1.32 -1.64
H2 -6.07 -0.66 -0.01
H3 -5.96 0.43 -1.40
H4 -3.89 -2.27 -2.38
H5 -1.29 -1.82 -1.73
H6 0.03 3.99 -0.64
H7 -2.13 5.58 -1.15
H8 -4.57 5.41 -0.76
H9 -5.15 3.77 -1.08
H10 -5.04 4.37 0.58
H11 -0.47 0.36 4.15
H12 -2.85 0.44 5.49
H13 -5.21 0.88 4.86
H14 -5.37 2.03 3.52
H15 -5.60 0.29 3.24
Cl1 1.46 -0.25 2.40
C13 2.95 0.67 2.36
C14 3.97 0.26 3.19
C15 5.17 0.95 3.16
C16 5.33 2.02 2.29
C17 4.29 2.41 1.46
Cl2 4.54 3.71 0.37
C18 3.05 1.75 1.48
S1 1.74 2.31 0.46
H16 3.84 -0.60 3.84
H17 5.97 0.66 3.81
H18 6.27 2.55 2.24
C19 5.92 -0.73 -0.23
C20 5.19 -1.72 0.40
C21 3.81 -1.79 0.22
C22 3.17 -0.87 -0.60
C23 3.91 0.13 -1.22
C24 5.28 0.20 -1.04
As1 1.24 -0.93 -0.81
C25 1.02 -0.76 -2.74
C26 0.70 -1.82 -3.59
C27 0.54 -1.60 -4.95
C28 0.69 -0.33 -5.47
C29 0.99 0.73 -4.64
C30 1.15 0.52 -3.27
C31 0.88 -2.79 -0.40
C32 -0.08 -3.07 0.58
C33 -0.37 -4.38 0.93
C34 0.30 -5.42 0.31
C35 1.27 -5.16 -0.65
C36 1.56 -3.85 -1.00
H19 7.00 -0.69 -0.10
H20 5.69 -2.44 1.03
H21 3.25 -2.56 0.73
H22 3.42 0.87 -1.85
H23 5.86 0.98 -1.53
H24 0.58 -2.82 -3.19
H25 0.30 -2.43 -5.60
H26 0.58 -0.17 -6.54
H27 1.11 1.73 -5.05
H28 1.37 1.36 -2.62
H29 -0.61 -2.25 1.06
H30 -1.10 -4.59 1.70
H31 0.08 -6.45 0.58
H32 1.80 -5.97 -1.13
H33 2.34 -3.64 -1.72

Charge = +2
Gap between HOMO and LUMO = 0.2658 hartree
DFT total energy = -6376.29461 Ha
LUMO energy = -5.4927 eV
HOMO = -12.726 eV

Here are the Mulliken charges for atoms 1 to 6, given in e: number 1, Sc, carries -0.12; number 2, C, carries -0.77; number 3, N, carries 0.17; number 4, C, carries -1.15; number 5, C, carries -0.59; number 6, N, carries 0.99



No. 2
This record from the OMol25 dataset describes a structure of composition C21H55BrN4O6P. The level of theory is wB97M-V/def2-TZVPD.

Geometry (Å):
C1 -4.92 -1.41 3.39
C2 -3.53 -1.19 4.05
C3 -2.64 -2.46 4.12
Br1 -1.18 -2.10 5.42
P1 -3.50 -3.98 4.74
N1 -4.56 -3.71 6.06
H1 -5.65 -0.87 4.00
H2 -4.98 -0.95 2.40
H3 -5.24 -2.45 3.32
H4 -2.98 -0.48 3.43
H5 -3.58 -0.73 5.04
H6 -2.14 -2.70 3.17
H7 -2.49 -4.90 5.11
H8 -4.28 -4.55 3.70
H9 -4.41 -2.76 6.38
H10 -5.50 -3.76 5.68
C4 -0.51 2.06 4.06
O1 0.87 1.89 3.81
C5 1.28 0.53 3.73
C6 1.62 0.13 2.31
N2 0.42 0.04 1.48
C7 0.68 -0.06 0.04
C8 1.46 1.07 -0.65
O2 0.76 2.30 -0.73
C9 0.81 3.10 0.44
H11 -0.68 3.11 4.32
H12 -1.11 1.83 3.17
H13 -0.85 1.44 4.90
H14 0.54 -0.14 4.16
H15 2.19 0.45 4.33
H16 2.11 -0.85 2.32
H17 2.34 0.86 1.92
H18 -0.15 0.86 1.64
H19 -0.29 -0.13 -0.45
H20 1.19 -1.01 -0.15
H21 1.62 0.75 -1.68
H22 2.46 1.21 -0.22
H23 1.77 3.00 0.97
H24 -0.02 2.86 1.11
H25 0.69 4.14 0.13
C10 0.97 3.51 -6.27
O3 0.46 3.61 -4.95
C11 1.46 3.54 -3.94
C12 1.68 4.89 -3.28
N3 2.34 5.83 -4.18
C13 2.32 7.22 -3.73
C14 0.97 7.90 -3.50
O4 0.22 8.14 -4.67
C15 -0.52 7.04 -5.16
H26 0.13 3.35 -6.94
H27 1.48 4.43 -6.58
H28 1.66 2.66 -6.38
H29 2.40 3.12 -4.32
H30 1.08 2.85 -3.18
H31 2.30 4.75 -2.39
H32 0.70 5.25 -2.95
H33 1.89 5.78 -5.09
H34 2.85 7.80 -4.48
H35 2.91 7.29 -2.80
H36 1.18 8.89 -3.08
H37 0.35 7.38 -2.75
H38 -0.90 6.41 -4.35
H39 0.08 6.44 -5.85
H40 -1.37 7.43 -5.72
C16 3.43 -5.65 -0.39
O5 2.56 -4.85 -1.17
C17 1.73 -5.59 -2.06
C18 0.28 -5.57 -1.60
N4 0.10 -6.37 -0.39
C19 -1.18 -6.17 0.28
C20 -1.54 -4.76 0.77
O6 -0.75 -4.30 1.86
C21 0.52 -3.76 1.49
H41 4.16 -4.99 0.08
H42 2.89 -6.17 0.40
H43 3.96 -6.38 -1.01
H44 2.09 -6.60 -2.21
H45 1.77 -5.07 -3.03
H46 -0.35 -5.98 -2.39
H47 0.00 -4.52 -1.44
H48 0.84 -6.15 0.27
H49 -1.19 -6.83 1.15
H50 -1.98 -6.52 -0.38
H51 -2.56 -4.81 1.15
H52 -1.56 -4.03 -0.04
H53 0.49 -3.25 0.52
H54 1.28 -4.55 1.48
H55 0.81 -3.04 2.25

Charge = +1
Gap between HOMO and LUMO = 0.2294 hartree
DFT total energy = -4418.53902 Ha
LUMO energy = -3.4287 eV
HOMO = -9.671 eV

Here are the Mulliken charges for atoms 1 to 6, given in e: number 1, C, carries -1.15; number 2, C, carries -0.29; number 3, C, carries -0.15; number 4, Br, carries 0.00; number 5, P, carries 0.25; number 6, N, carries -0.59



No. 3
This record from the OMol25 dataset describes the molecule C5H9NO. The level of theory is wB97M-V/def2-TZVPD.

Geometry (Å):
C1 2.16 -0.50 0.27
C2 1.08 0.46 -0.23
C3 0.08 -0.01 -1.32
N1 -1.05 0.19 -0.26
C4 -2.42 -0.04 0.37
C5 -0.14 0.53 0.68
O1 -0.36 0.72 1.85
H1 1.76 -1.51 0.38
H2 2.50 -0.17 1.26
H3 3.03 -0.53 -0.39
H4 1.50 1.45 -0.41
H5 0.05 0.65 -2.21
H6 0.29 -1.03 -1.68
H7 -2.57 0.70 1.19
H8 -3.24 0.07 -0.33
H9 -2.46 -1.01 0.90

Relative energy (zero: lowest compared OMol25 entry of this formula, charge and spin) = 168.1 kJ/mol
Gap between HOMO and LUMO = 0.3759 hartree
DFT total energy = -325.87352 Ha
SMILES = C[C@H]1CN(C)C1=O
LUMO energy = 0.8856 eV
HOMO = -9.344 eV

Here are the Mulliken charges for atoms 1 to 6, given in e: number 1, C, carries -1.37; number 2, C, carries 0.37; number 3, C, carries -0.54; number 4, N, carries 0.02; number 5, C, carries -0.73; number 6, C, carries 0.24



No. 4
This record from the OMol25 dataset describes the molecule C3H4FN. The level of theory is wB97M-V/def2-TZVPD.

Geometry (Å):
C1 -1.06 1.44 -0.08
C2 0.05 -0.47 0.43
C3 1.15 0.24 -0.44
N1 -1.08 0.36 0.49
F1 2.23 0.60 0.31
H1 -1.78 2.23 -0.18
H2 -0.22 -1.43 0.00
H3 0.44 -0.64 1.44
H4 1.51 -0.31 -1.31

Relative energy (zero: lowest compared OMol25 entry of this formula, charge and spin) = 374.4 kJ/mol
Gap between HOMO and LUMO (spin up / spin down) = 0.3078 / 0.3281 hartree
DFT total energy = -271.16061 Ha
LUMO energy (spin up / spin down) = 0.3028 / 0.1484 eV
HOMO (spin up / spin down) = -8.072 / -8.779 eV

Here are the Mulliken charges for atoms 1 to 6, given in e: number 1, C, carries -0.19; number 2, C, carries -0.12; number 3, C, carries -0.11; number 4, N, carries -0.30; number 5, F, carries -0.25; number 6, H, carries 0.30



No. 5
This record from the OMol25 dataset describes a structure of composition C42H42F4HgN11O7S. The level of theory is wB97M-V/def2-TZVPD.

Geometry (Å):
Hg1 0.41 -1.73 -0.11
C1 -0.97 3.58 1.68
N1 -0.29 2.46 1.03
C2 -0.28 1.16 1.31
N2 0.48 0.54 0.43
C3 0.93 1.54 -0.38
N3 0.49 2.72 -0.04
C4 -0.09 4.42 2.58
C5 0.33 5.65 2.10
C6 1.12 6.49 2.87
C7 1.48 6.11 4.14
C8 1.05 4.89 4.66
C9 0.28 4.02 3.87
C10 1.39 4.62 6.06
N4 1.77 5.51 6.91
N5 1.93 4.88 8.11
C11 1.63 3.64 7.93
O1 1.28 3.39 6.63
C12 1.62 2.56 8.92
C13 1.47 2.84 10.27
C14 1.36 1.80 11.17
C15 1.40 0.48 10.73
C16 1.58 0.19 9.39
C17 1.68 -1.28 8.97
N6 1.26 -1.56 7.61
C18 0.08 -2.01 7.15
N7 0.07 -2.02 5.84
C19 1.31 -1.57 5.52
N8 2.06 -1.28 6.56
C20 1.70 1.24 8.48
H1 -1.82 3.19 2.23
H2 -1.32 4.20 0.85
H3 -0.85 0.68 2.09
H4 1.57 1.36 -1.22
H5 0.04 5.96 1.10
H6 1.45 7.44 2.47
H7 2.08 6.76 4.77
H8 -0.04 3.07 4.27
H9 1.44 3.87 10.60
H10 1.23 2.01 12.22
H11 1.27 -0.33 11.45
H12 1.05 -1.87 9.63
H13 2.71 -1.62 9.07
H14 -0.75 -2.29 7.79
H15 1.66 -1.44 4.51
H16 1.88 1.05 7.44
C21 -1.55 -4.35 -7.16
C22 -0.28 -3.54 -6.94
N9 -0.24 -2.90 -5.64
C23 0.19 -3.63 -4.56
C24 0.42 -3.09 -3.34
C25 0.81 -4.07 -2.24
O2 1.29 -5.15 -2.56
O3 0.59 -3.73 -1.02
C26 0.31 -1.65 -3.18
O4 0.73 -1.00 -2.15
C27 -0.30 -0.94 -4.24
C28 -0.63 0.43 -4.07
C29 -1.37 1.07 -5.03
F1 -1.70 2.39 -4.86
C30 -1.82 0.43 -6.17
C31 -1.42 -0.92 -6.40
C32 -0.66 -1.59 -5.45
N10 -2.76 1.02 -7.08
C33 -3.82 1.83 -6.52
C34 -5.00 1.79 -7.47
N11 -4.54 2.33 -8.80
C35 -3.38 1.54 -9.34
C36 -2.26 1.57 -8.31
H17 -1.54 -4.80 -8.16
H18 -2.43 -3.72 -7.07
H19 -1.62 -5.14 -6.42
H20 -0.17 -2.76 -7.70
H21 0.60 -4.19 -7.01
H22 0.34 -4.69 -4.71
H23 -0.33 0.94 -3.17
H24 -1.77 -1.40 -7.30
H25 -3.51 2.87 -6.35
H26 -4.11 1.41 -5.55
H27 -5.83 2.40 -7.12
H28 -5.33 0.76 -7.62
H29 -4.22 3.29 -8.65
H30 -5.30 2.34 -9.47
H31 -3.08 1.96 -10.30
H32 -3.72 0.51 -9.48
H33 -1.90 2.61 -8.20
H34 -1.42 0.97 -8.67
F2 -3.97 0.46 -2.21
C37 -3.39 0.15 -1.05
F3 -4.38 0.05 -0.13
F4 -2.65 1.23 -0.69
C38 -2.53 -1.16 -1.11
O5 -2.68 -1.85 -2.09
O6 -1.82 -1.29 -0.07
O7 2.54 -2.40 0.59
S1 3.20 -3.51 -0.21
C39 2.63 -5.10 0.50
C40 3.82 -5.76 1.18
C41 4.66 -4.62 1.76
C42 4.84 -3.65 0.60
H35 2.22 -5.66 -0.34
H36 1.83 -4.84 1.18
H37 4.42 -6.31 0.45
H38 3.50 -6.46 1.95
H39 5.62 -4.97 2.15
H40 4.12 -4.13 2.57
H41 5.53 -4.05 -0.15
H42 5.13 -2.65 0.90

Relative energy (zero: lowest compared OMol25 entry of this formula, charge and spin) = 192.7 kJ/mol
Gap between HOMO and LUMO (spin up / spin down) = 0.0956 / 0.2070 hartree
DFT total energy = -3705.67228 Ha
Expectation value of S² = 0.775
Spin multiplicity = 2
LUMO energy (spin up / spin down) = -1.0437 / -1.0595 eV
HOMO (spin up / spin down) = -3.645 / -6.692 eV

Here are the Mulliken charges for atoms 1 to 6, given in e: number 1, Hg, carries 2.37; number 2, C, carries -1.55; number 3, N, carries 1.16; number 4, C, carries -0.36; number 5, N, carries -0.11; number 6, C, carries -0.62



No. 6
This record from the OMol25 dataset describes a structure of composition C10H20Ag3BBr10F4. The level of theory is wB97M-V/def2-TZVPD.

Geometry (Å):
Ag1 2.92 2.56 1.40
Ag2 3.96 -0.72 0.40
Ag3 0.94 -0.14 3.34
B1 0.97 0.53 0.37
F1 2.31 0.75 -0.17
F2 0.88 -0.73 1.04
F3 0.70 1.54 1.37
F4 0.09 0.56 -0.63
Br1 1.74 -3.03 4.15
C1 2.94 -3.68 2.78
C2 2.35 -3.44 1.42
Br2 3.70 -3.68 0.04
H1 3.16 -4.71 3.02
H2 3.86 -3.11 2.89
H3 2.00 -2.41 1.39
H4 1.52 -4.08 1.16
Br3 2.03 4.24 -1.01
C3 2.42 3.02 -2.48
C4 3.89 2.74 -2.63
Br4 4.77 4.14 -3.63
H5 1.88 3.36 -3.36
H6 1.90 2.10 -2.20
H7 4.03 1.82 -3.19
H8 4.35 2.68 -1.65
Br5 -4.31 1.28 2.29
C5 -2.93 0.00 1.93
C6 -2.95 -1.09 2.96
Br6 -1.44 -2.30 2.66
H9 -1.97 0.51 1.86
H10 -3.15 -0.44 0.95
H11 -3.82 -1.71 2.78
H12 -3.03 -0.84 4.01
Br7 -4.60 1.18 -1.19
C7 -3.54 2.68 -1.81
C8 -2.47 3.02 -0.78
Br8 -1.48 4.57 -1.43
H13 -4.23 3.52 -1.85
H14 -3.14 2.46 -2.79
H15 -1.79 2.18 -0.67
H16 -2.86 3.31 0.18
Br9 -0.63 -4.30 -1.01
C9 -1.56 -2.59 -0.90
C10 -1.44 -1.77 -2.13
Br10 -1.68 -2.75 -3.79
H17 -1.13 -2.11 -0.03
H18 -2.60 -2.79 -0.66
H19 -0.43 -1.39 -2.24
H20 -2.16 -0.96 -2.15

Relative energy (zero: lowest compared OMol25 entry of this formula, charge and spin) = 20.2 kJ/mol
Charge = +2
Gap between HOMO and LUMO = 0.1662 hartree
DFT total energy = -26997.96008 Ha
LUMO energy = -9.2877 eV
HOMO = -13.810 eV

Here are the Mulliken charges for atoms 1 to 6, given in e: number 1, Ag, carries 0.67; number 2, Ag, carries 0.67; number 3, Ag, carries 0.66; number 4, B, carries 0.97; number 5, F, carries -0.39; number 6, F, carries -0.28